Entry 1:
# C12H12

A 2-piece molecular cluster, C12H12 overall in a non-equilibrium geometry (ωB97M-V with the def2-TZVPD basis set, the Open Molecules 2025 dataset).

The total energy comes out at -464.303513 hartree. As for the energy above the lowest of the compared OMol25 structures with the same formula, charge and spin: 4.587 eV. The molecular weight is 156.23 g/mol. Its multiplicity is 1. The value obtained for the HOMO energy is -9.1 eV. The calculation puts the gap between HOMO and LUMO at 9.89 eV. The LUMO energy is 0.748 eV. The maximum force comes out at 5.7 eV/Å. Its net charge is 0.

Each line ends with the natural charge from an NBO analysis.
Cartesian coordinates (Å):
C -3.638 0.283 1.434  -0.20
C -4.069 -1.017 0.966  -0.25
C -4.347 -1.282 -0.350  -0.22
C -4.170 -0.307 -1.362  -0.22
C -4.073 1.057 -0.772  -0.21
C -3.532 1.415 0.518  -0.22
H -3.107 0.599 2.379  0.22
H -4.004 -1.700 1.872  0.23
H -4.888 -2.363 -0.455  0.22
H -4.454 -0.492 -2.394  0.23
H -3.773 1.916 -1.398  0.20
H -3.119 2.425 0.682  0.23
C 4.330 1.311 0.004  -0.23
C 3.105 0.990 -0.367  -0.21
C 2.616 -0.357 -0.264  -0.23
C 3.518 -1.342 -0.048  -0.20
C 4.901 -1.117 0.102  -0.23
C 5.238 0.223 0.306  -0.19
H 4.671 2.408 0.342  0.22
H 2.438 1.800 -0.704  0.21
H 1.660 -0.565 -0.809  0.22
H 2.822 -2.291 -0.425  0.22
H 5.621 -1.853 0.202  0.21
H 6.255 0.258 0.540  0.21



Entry 2:
# C12H12Cl3GeN4O2PdS2

C12H12Cl3GeN4O2PdS2 as an isolated structure in a non-equilibrium geometry (ωB97M-V with the def2-TZVPD basis set, the Open Molecules 2025 dataset).

The total energy comes out at -5215.366988 hartree. As for the energy above the lowest of the compared OMol25 structures with the same formula, charge and spin: 3.692 eV. The molecular weight is 593.78 g/mol. Its multiplicity is 5. The value obtained for the HOMO energy (spin up / spin down) is -10.6 / -11.1 eV. The calculation puts the gap between HOMO and LUMO (spin up / spin down) at 7.22 / 4.35 eV. The LUMO energy (spin up / spin down) is -3.354 / -6.786 eV. The maximum force comes out at 2.9 eV/Å. Its net charge is +1.

Each line ends with the Mulliken spin population.
Cartesian coordinates (Å):
Pd -0.723 0.063 0.415  1.24
N 2.900 -7.178 2.710  0.05
C 2.213 -6.032 2.551  0.04
C 1.397 -5.845 1.417  0.00
C 0.698 -4.673 1.260  0.01
C 0.780 -3.686 2.233  0.09
C 1.584 -3.838 3.353  -0.02
C 2.289 -5.007 3.514  0.02
S -0.072 -2.189 1.875  -0.03
O -0.096 -1.292 3.029  -0.04
O -1.367 -2.433 1.306  0.04
N 0.784 -1.472 0.700  0.46
C 1.838 -0.767 1.148  -0.08
N 1.969 0.458 0.615  0.11
C 2.939 1.227 1.073  -0.03
C 3.802 0.795 2.074  0.10
C 3.584 -0.487 2.558  -0.02
N 2.626 -1.264 2.096  0.07
H 2.862 -7.890 2.002  0.00
H 3.510 -7.311 3.499  0.00
H 1.324 -6.626 0.677  0.00
H 0.062 -4.505 0.406  0.00
H 1.631 -3.048 4.085  0.00
H 2.910 -5.159 4.382  0.00
H 3.008 2.220 0.650  0.00
H 4.581 1.421 2.470  0.00
H 4.176 -0.909 3.359  0.00
S -0.523 2.038 -2.334  0.11
C -0.506 1.633 -0.850  0.20
Cl -2.810 0.215 1.771  0.17
Ge -1.576 0.603 3.652  0.63
Cl -2.689 2.267 4.612  0.20
Cl 0.003 1.681 2.499  0.10
C -1.801 -0.956 -1.304  0.58
H -2.485 -0.280 -1.813  -0.01
H -2.309 -1.785 -0.808  -0.01
H -0.980 -1.290 -1.938  0.00



Entry 3:
# C12H12Cl4O4S

One molecule with the formula C12H12Cl4O4S in a non-equilibrium geometry (ωB97M-V with the def2-TZVPD basis set, the Open Molecules 2025 dataset).

The total energy comes out at -3004.279094 hartree. As for the energy above the lowest of the compared OMol25 structures with the same formula, charge and spin: 0.046 eV. The molecular weight is 394.10 g/mol. Its multiplicity is 1. The value obtained for the HOMO energy is -8.4 eV. The calculation puts the gap between HOMO and LUMO at 7.55 eV. The LUMO energy is -0.826 eV. The maximum force comes out at 2.1 eV/Å. Its net charge is 0.

Each line ends with the natural charge from an NBO analysis.
Cartesian coordinates (Å):
Cl 2.913 -3.999 -0.222  0.09
C 1.518 -3.020 -0.030  0.00
C 0.880 -2.963 1.196  -0.22
Cl 1.508 -3.701 2.582  0.07
C -0.317 -2.166 1.428  0.54
O -0.867 -2.035 2.512  -0.55
C -1.093 -1.692 0.157  0.30
O -2.334 -1.945 0.125  -0.73
C -0.295 -1.799 -1.139  -0.03
Cl -1.073 -1.229 -2.521  0.09
C 0.916 -2.415 -1.202  -0.16
Cl 1.778 -2.448 -2.681  0.05
C 2.055 1.692 -3.081  -0.63
C 1.981 1.623 -1.600  -0.07
O 0.762 0.900 -1.259  -0.52
C 0.533 0.809 0.068  0.78
C -0.798 0.131 0.390  -0.65
S -1.314 0.612 2.033  0.95
C -1.076 2.398 2.096  -0.77
C -3.075 0.650 1.777  -0.77
O 1.364 1.212 0.862  -0.63
H 2.964 2.201 -3.371  0.22
H 2.087 0.714 -3.533  0.22
H 1.221 2.225 -3.515  0.21
H 2.840 1.098 -1.179  0.20
H 1.898 2.623 -1.179  0.19
H -1.583 0.384 -0.382  0.28
H -0.011 2.605 1.985  0.28
H -1.681 2.871 1.315  0.23
H -1.412 2.688 3.103  0.24
H -3.428 -0.337 1.494  0.31
H -3.523 0.907 2.735  0.24
H -3.337 1.406 1.036  0.23



Entry 4:
# C12H12F3NO4S

C12H12F3NO4S as an isolated structure in a non-equilibrium geometry (ωB97M-V with the def2-TZVPD basis set, the Open Molecules 2025 dataset).

The total energy comes out at -1517.551724 hartree. As for the energy above the lowest of the compared OMol25 structures with the same formula, charge and spin: 12.786 eV. The molecular weight is 323.29 g/mol. Its multiplicity is 1. The value obtained for the HOMO energy is -9.0 eV. The calculation puts the gap between HOMO and LUMO at 8.88 eV. The LUMO energy is -0.083 eV. The maximum force comes out at 16.9 eV/Å. Its net charge is 0.

Each line ends with the natural charge from an NBO analysis.
Cartesian coordinates (Å):
O 5.946 0.572 0.773  -0.53
C 5.265 1.152 -0.008  0.79
O 5.449 1.440 -1.346  -0.68
H 6.188 0.935 -1.638  0.50
C 3.834 1.552 0.297  -0.78
H 3.661 1.633 1.584  0.25
H 3.572 2.606 0.222  0.27
S 2.376 0.742 -0.397  1.26
O 1.181 1.130 0.432  -0.95
C 2.980 -0.948 0.440  -0.53
C 1.730 -1.685 0.338  0.59
O 1.730 -2.754 -0.514  -0.76
N 0.766 -1.755 1.003  -0.48
H 0.713 -0.534 1.501  0.37
C -0.536 -2.281 0.858  -0.25
C -1.509 -1.528 0.189  -0.05
C -2.425 -0.871 0.623  -0.21
C -3.280 -0.010 -0.213  -0.04
C -2.909 0.128 -1.727  -0.18
C -2.018 -0.715 -2.046  -0.24
C -1.253 -1.520 -1.398  -0.09
H -0.523 -2.030 -1.541  0.20
H -1.807 -0.669 -3.170  0.19
H -3.693 0.665 -2.147  0.21
C -4.377 1.046 -0.004  0.98
F -5.488 0.309 0.023  -0.31
F -4.284 0.918 1.555  -0.46
F -4.415 2.242 -0.384  -0.24
H -2.729 -0.713 1.745  0.24
H -0.273 -3.292 0.645  0.27
H -0.960 -2.257 1.927  0.20
H 3.176 -0.769 1.365  0.21
H 3.827 -1.219 -0.098  0.25



Entry 5:
# C12H12F5N5O6SSr

C12H12F5N5O6SSr as an isolated structure (ωB97M-V with the def2-TZVPD basis set, the Open Molecules 2025 dataset).

The total energy comes out at -2118.238345 hartree. As for the energy above the lowest of the compared OMol25 structures with the same formula, charge and spin: 0.080 eV. The molecular weight is 536.93 g/mol. Its multiplicity is 1. The value obtained for the HOMO energy is -3.6 eV. The calculation puts the gap between HOMO and LUMO at 7.80 eV. The LUMO energy is 4.229 eV. The maximum force comes out at 0.2 eV/Å. Its net charge is -2.

Each line ends with the natural charge from an NBO analysis.
Cartesian coordinates (Å):
Sr 0.926 0.368 -0.737  1.79
N 2.062 -0.517 3.285  -0.67
N 1.882 -1.668 2.498  -0.45
C 2.878 -2.495 2.143  0.30
N 2.471 -3.650 1.577  -0.81
S 4.512 -2.156 2.430  -0.42
H 2.216 0.282 2.667  0.40
H 2.919 -0.659 3.813  0.36
H 0.937 -2.025 2.462  0.41
H 1.507 -3.705 1.237  0.44
H 3.191 -4.174 1.116  0.39
N 0.088 2.952 -0.449  -0.90
C 1.297 3.650 0.028  -0.35
C 1.974 2.902 1.198  0.77
O 2.509 3.570 2.075  -0.69
O 1.928 1.625 1.109  -0.91
H -0.292 3.412 -1.268  0.38
H -0.625 2.976 0.273  0.37
H 1.107 4.681 0.332  0.18
H 2.014 3.661 -0.796  0.21
O -5.557 -3.245 0.911  -0.75
C -5.545 -2.050 0.567  0.73
O -6.489 -1.247 0.410  -0.77
C -4.140 -1.459 0.285  -0.07
C -4.003 -0.142 -0.135  -0.24
C -2.740 0.360 -0.387  0.01
N -1.626 -0.364 -0.265  -0.55
C -1.754 -1.638 0.144  0.08
C -2.980 -2.209 0.439  -0.20
C -0.439 -2.403 0.275  0.75
O -0.373 -3.323 1.107  -0.73
O 0.511 -1.999 -0.459  -0.86
H -4.895 0.458 -0.253  0.24
H -2.607 1.388 -0.713  0.17
H -3.044 -3.232 0.782  0.26
F 0.797 0.051 -4.223  -0.41
C 1.597 0.873 -3.402  0.08
F 2.906 0.623 -3.859  -0.41
C 1.305 2.269 -3.941  0.88
F 2.086 3.193 -3.336  -0.35
F 0.020 2.618 -3.671  -0.35
F 1.469 2.450 -5.270  -0.34



Entry 6:
# C12H12N2O5S3V

C12H12N2O5S3V as an isolated structure in a non-equilibrium geometry (ωB97M-V with the def2-TZVPD basis set, the Open Molecules 2025 dataset).

The total energy comes out at -3088.894712 hartree. As for the energy above the lowest of the compared OMol25 structures with the same formula, charge and spin: 0.340 eV. The molecular weight is 411.38 g/mol. Its multiplicity is 2. The value obtained for the HOMO energy (spin up / spin down) is -0.8 / -0.2 eV. The calculation puts the gap between HOMO and LUMO (spin up / spin down) at 5.89 / 5.31 eV. The LUMO energy (spin up / spin down) is 5.093 / 5.090 eV. The maximum force comes out at 1.1 eV/Å. Its net charge is -2.

Each line ends with the Mulliken spin population.
Cartesian coordinates (Å):
V -0.148 -2.040 -0.551  1.05
S -0.187 -1.254 1.623  -0.02
C 1.320 -0.402 1.823  0.01
C 1.565 0.372 2.963  0.00
C 2.722 1.126 3.104  0.01
C 2.921 1.916 4.301  0.00
N 3.067 2.528 5.263  0.00
C 3.684 1.104 2.090  0.00
C 3.488 0.286 0.987  0.01
C 2.324 -0.474 0.824  -0.01
S 2.094 -1.487 -0.577  -0.01
C 4.856 1.952 2.159  0.00
N 5.781 2.634 2.206  0.00
H 0.819 0.395 3.747  0.00
H 4.249 0.248 0.216  0.00
O -0.536 -2.278 -2.453  -0.01
S -1.629 -3.321 -2.144  0.00
O -2.924 -2.844 -2.600  0.00
O -1.578 -3.324 -0.600  0.00
O -1.268 -4.619 -2.668  0.00
C -3.619 0.027 0.401  0.00
C -3.166 0.119 -1.037  0.01
O -1.834 0.600 -1.051  0.00
C -1.398 0.906 -2.360  0.00
C 0.010 1.450 -2.279  0.00
H -4.623 -0.403 0.451  0.00
H -3.625 1.015 0.869  0.00
H -2.931 -0.607 0.960  0.00
H -3.803 0.823 -1.596  0.00
H -3.217 -0.856 -1.526  -0.01
H -2.076 1.656 -2.794  0.00
H -1.427 0.005 -2.980  0.00
H 0.027 2.387 -1.716  0.00
H 0.404 1.626 -3.284  0.00
H 0.659 0.735 -1.774  0.00



Entry 7:
# C12H12O

One molecule with the formula C12H12O in a non-equilibrium geometry (ωB97M-V with the def2-TZVPD basis set, the Open Molecules 2025 dataset).

The total energy comes out at -539.610704 hartree. As for the energy above the lowest of the compared OMol25 structures with the same formula, charge and spin: 2.842 eV. The molecular weight is 172.23 g/mol. Its multiplicity is 1. The value obtained for the HOMO energy is -8.7 eV. The calculation puts the gap between HOMO and LUMO at 8.74 eV. The LUMO energy is 0.007 eV. The maximum force comes out at 4.6 eV/Å. Its net charge is 0.

Each line ends with the natural charge from an NBO analysis.
Cartesian coordinates (Å):
C 3.265 -0.049 -1.857  -0.30
C 2.331 0.139 -0.869  -0.13
C 1.373 1.252 -0.398  -0.45
C 0.668 0.282 0.538  -0.16
C 0.764 0.823 1.950  -0.61
C -0.734 -0.123 0.194  0.00
C -1.153 -1.447 0.288  -0.22
C -2.433 -1.795 -0.003  -0.21
C -3.380 -0.918 -0.412  -0.22
C -2.982 0.481 -0.446  -0.19
C -1.697 0.892 -0.152  -0.23
C 1.847 -0.892 0.077  0.61
O 2.165 -1.926 0.529  -0.50
H 3.501 0.823 -2.517  0.20
H 3.793 -0.964 -2.118  0.22
H 1.832 1.907 0.327  0.22
H 0.964 1.885 -1.205  0.24
H 0.207 1.737 2.135  0.22
H 1.828 0.909 2.077  0.21
H 0.437 0.171 2.788  0.23
H -0.542 -2.346 0.646  0.23
H -2.668 -2.858 0.094  0.21
H -4.365 -1.146 -0.825  0.22
H -3.677 1.271 -0.666  0.21
H -1.343 1.892 -0.176  0.21



Entry 8:
# C12H12O2S

One molecule with the formula C12H12O2S in a non-equilibrium geometry (ωB97M-V with the def2-TZVPD basis set, the Open Molecules 2025 dataset).

The total energy comes out at -1012.945947 hartree. As for the energy above the lowest of the compared OMol25 structures with the same formula, charge and spin: 3.665 eV. The molecular weight is 220.29 g/mol. Its multiplicity is 1. The value obtained for the HOMO energy (spin up / spin down) is -7.8 / -7.6 eV. The calculation puts the gap between HOMO and LUMO (spin up / spin down) at 7.36 / 7.08 eV. The LUMO energy (spin up / spin down) is -0.408 / -0.470 eV. The maximum force comes out at 3.0 eV/Å. Its net charge is 0.

Each line ends with the natural charge from an NBO analysis.
Cartesian coordinates (Å):
C 0.045 2.451 0.288  -0.16
C -1.285 2.175 0.421  -0.25
C -1.017 0.063 -0.749  -0.33
C 0.909 1.502 -0.282  -0.06
C 0.382 0.330 -0.811  -0.06
C -1.868 0.972 -0.078  0.33
C 2.389 1.551 -0.237  0.39
C 2.924 0.261 0.170  0.03
C 3.504 -0.720 0.842  -0.49
C 1.280 -0.778 -1.306  -0.33
C -3.754 -0.395 -0.332  -0.28
C 0.169 -2.158 0.856  -0.73
O 3.136 2.449 -0.678  -0.56
O -3.227 0.914 0.006  -0.48
S 1.136 -2.425 -0.708  0.30
H 0.376 3.380 0.660  0.23
H -1.881 2.849 0.991  0.22
H -1.425 -0.785 -1.193  0.22
H 3.462 -1.851 0.556  0.23
H 4.165 -0.386 1.703  0.23
H 1.998 -0.849 -2.127  0.26
H -3.083 -1.171 0.114  0.18
H -3.638 -0.809 -1.348  0.18
H -4.822 -0.276 -0.057  0.22
H -0.020 -3.200 1.202  0.24
H -0.682 -1.500 0.647  0.24
H 0.828 -1.591 1.452  0.23